No. 1
Molecular formula: C55H51N6O4P2ReSi
Method: DFT, the ωB97M-V functional and the def2-TZVPD basis

energy relative to the best compared isomer or geometry (same formula, charge and spin)	356.5	kJ/mol
E_LUMO (alpha / beta)	-4.259 / -4.028	eV
<S²>	0.809
molar mass	1136.29	g mol⁻¹
E	-3806.339910	Ha

```
! wB97M-V def2-TZVPD RIJCOSX def2/J DEFGRID3
* xyz 1 2
H -3.63469 -2.05845 1.56923
C 1.59717 -3.21738 0.87956
H 3.80062 -2.21237 3.13335
H -2.30914 0.66767 -2.42828
C 0.36003 -4.31087 -4.71854
H 2.52290 3.82108 4.38434
H -2.72408 2.98602 1.41958
H -0.07237 -0.79365 3.60369
C -0.22268 3.85186 2.40075
H -1.48956 4.94798 5.34553
H 0.20300 -1.01446 -3.94954
C 3.52538 -1.15982 3.22914
C -5.14046 -2.15735 -3.55223
C -1.07741 3.66588 -3.40231
C -2.02693 2.69111 -3.11428
C 0.12647 5.93206 0.33446
H 1.94283 -5.27675 -1.28945
O -2.35517 0.59254 0.42985
N 1.75081 -1.92396 -1.20168
H -1.83363 -4.32100 -2.13753
C 3.10541 -0.43301 -2.42079
C -0.52878 -4.80073 -3.76741
C -1.75969 -1.45545 2.45559
H 1.05406 5.68557 0.83137
H 1.50459 0.52497 1.82053
H -3.08291 2.89581 -3.22275
H -1.36090 8.48348 -1.31927
H 0.75480 7.91107 -0.16648
C 2.36960 -4.55932 0.78416
O 2.94640 2.34340 -3.04460
C -1.22842 7.50196 -0.88377
P -1.55905 -1.38753 -1.70667
C -0.86614 -2.56900 -2.92675
C -1.87790 -0.79375 4.76824
H 5.96445 -1.16862 0.95645
C 1.59352 -5.71286 1.34164
N -0.25763 1.49709 0.05195
C -3.12369 -1.71753 2.46055
H 1.29373 -2.56255 -5.54112
H -2.17673 4.48496 3.03849
C -4.25643 -1.01328 -1.17954
H -5.48324 -2.58451 -4.48518
P -0.69876 -1.66588 1.00010
H 0.84723 -4.99130 -5.40452
C -1.14767 4.31170 3.33375
C -0.04156 7.18186 -0.23725
H -1.39225 -0.42059 5.66015
Re 0.71748 -0.23789 -0.61743
H 5.01540 -0.88175 -0.49032
C 0.41527 -5.56026 1.94946
C -1.13946 -0.99360 3.61381
C -0.28954 -4.27491 2.02494
H 2.48757 -1.11579 3.56669
H -3.15897 6.79173 -1.48382
H -0.09197 -6.42339 2.36218
H 4.14201 -0.73797 4.02531
C 2.84536 -1.80962 -1.87543
H -7.10949 -1.97421 -2.72308
H -2.51207 -2.77030 -0.01109
C 0.00800 -2.08132 -3.89441
H 4.67614 -2.29131 0.53079
H -3.82011 -0.89611 5.66973
H 4.42651 -4.82273 -1.54771
C 0.59504 2.08429 -2.82764
H 0.86933 4.62583 6.03472
C 3.65298 -4.06583 -1.48257
C 0.26291 3.35836 -3.26606
H 4.07212 2.09939 2.58386
H -1.38843 4.65369 -3.71563
C 2.38718 -4.41637 -0.77954
C -2.23360 6.55360 -0.97442
N 2.08101 0.42032 -2.05433
H -0.74917 -5.85967 -3.72141
C -1.14492 -3.93404 -2.88019
H -4.92234 -1.72622 3.61797
H 2.36729 1.37826 0.54673
H 5.63874 1.29762 2.46257
C -0.89436 4.98570 0.26938
H 1.05488 4.07036 -3.44727
Si 3.81685 -0.19834 1.61545
C 2.02501 1.68920 -2.64196
H 0.42359 -3.48045 -0.93287
C -0.70618 3.63915 0.95468
C -3.78196 -1.97336 -3.34393
O 4.05460 -0.22238 -3.13457
H -3.90113 -0.53458 -0.27386
C -1.57441 1.53659 0.49410
H 4.87705 1.96873 1.01854
C 0.56062 4.40359 5.02192
C 4.68189 1.44448 1.95733
C 3.81106 -2.87043 -2.06236
H -2.85348 4.55782 -0.48918
H 2.21646 -2.38475 1.22051
C -3.24003 -1.05933 4.77121
C -6.05301 -1.79796 -2.57086
N -1.87721 2.78594 0.91670
H 2.04611 -6.69470 1.25718
C -3.33386 -1.44575 -2.13504
C -3.85878 -1.52666 3.62089
C 2.13096 0.38197 0.93209
N -1.63459 -2.32606 -0.25510
C 0.28234 2.75128 0.18527
C -2.06662 5.29744 -0.40601
H 1.84115 3.33396 2.08259
H -1.28416 -4.26426 2.45877
C 1.09908 3.67076 2.79271
C 4.95761 -1.23871 0.53830
C -5.61144 -1.19952 -1.39820
H -3.07605 -2.25719 -4.11189
C 0.61642 -2.95026 -4.79089
C 1.43187 -3.21471 -0.64258
N -0.30828 1.15209 -2.54073
C -1.59876 1.44766 -2.68254
H -6.32727 -0.87099 -0.65595
O 1.37355 3.09202 -0.21818
C 1.48671 3.94848 4.09771
H 4.69803 -2.60494 -2.62158
C -0.75966 4.58092 4.63560
H 3.37019 -4.54177 1.22392
C 0.24982 -3.16693 1.51454
*
```

Atom charges from the Löwdin analysis, given in e for atoms 1 to 8: atom 1 (H): 0.09, atom 2 (C): -0.22, atom 3 (H): 0.03, atom 4 (H): 0.05, atom 5 (C): -0.06, atom 6 (H): 0.11, atom 7 (H): 0.16, atom 8 (H): 0.10

No. 2
Molecular formula: C2H9NS
Method: DFT, the ωB97M-V functional and the def2-TZVPD basis

energy relative to the best compared isomer or geometry (same formula, charge and spin)	119.5	kJ/mol
E_LUMO (alpha / beta)	3.348 / 3.547	eV
<S²>	0.750
molar mass	79.17	g mol⁻¹
E	-534.422253	Ha

```
! wB97M-V def2-TZVPD RIJCOSX def2/J DEFGRID3
* xyz -1 2
H 0.80487 1.63798 1.28930
H -0.71433 -3.57842 -0.61596
H 0.53294 -0.85766 -0.48043
H 1.99331 1.04495 -0.08976
H -0.20922 -3.80300 1.01984
H -0.70808 -0.19599 0.66160
C 1.02409 1.13447 0.36241
H -1.72856 -3.34970 0.61379
C 0.11481 0.00597 -0.00184
N -0.73641 -3.24603 0.34753
H 0.62929 0.87407 3.86836
S -0.19206 1.51339 -0.95243
H 0.91247 0.29512 4.25058
*
```

Atom charges from the Löwdin analysis, given in e for atoms 1 to 8: atom 1 (H): 0.03, atom 2 (H): -0.10, atom 3 (H): 0.02, atom 4 (H): 0.05, atom 5 (H): -0.09, atom 6 (H): 0.03, atom 7 (C): -0.49, atom 8 (H): -0.09

Question: The highest energy relative to the best compared isomer or geometry (same formula, charge and spin) belongs to which entry?
Answer: C55H51N6O4P2ReSi

Question: Look up the E of the second one.
Answer: -534.422253 Ha

Question: Which of these has the highest E?
Answer: C2H9NS